(1)
Below is 2 unconnected molecules or ions with the total composition C6H10O3 at a distorted geometry, with properties calculated with the ωB97M-V functional and the def2-TZVPD basis.

Element x y z (Å)
C  -1.5568  0.3162  -1.9009
C  -0.2407  -0.1755  -2.5299
C  0.5390  -1.2981  -1.8398
O  0.0136  -2.1949  -1.2600
O  1.9260  -1.2523  -1.9715
H  -1.2681  0.7949  -0.9939
H  -2.2338  -0.4507  -1.6846
H  -1.9361  1.0268  -2.5554
H  -0.4887  -0.3751  -3.5231
H  0.3525  0.6710  -2.5444
H  2.4214  -0.4427  -1.8255
C  -0.1461  -0.1272  3.4241
C  0.5494  1.0828  2.8098
C  0.9174  1.0776  1.5659
O  1.1398  1.0998  0.4504
H  -1.1454  -0.1381  3.8683
H  -0.1798  -1.0648  2.7594
H  0.4425  -0.4436  4.3325
H  0.8938  1.8938  3.4187

Results
E_LUMO: 0.6 eV
ΔE to the lowest compared entry with this formula, charge and spin: 1.794 eV
highest occupied orbital energy: -0.33135 Eh
calculated total energy: -12524.979 eV
total charge: 0
multiplicity: 1

Results of the Löwdin charge analysis, in e, for atoms 1 through 8:
1 C -0.059
2 C -0.142
3 C -0.482
4 O 0.132
5 O 0.065
6 H 0.058
7 H 0.062
8 H 0.056

***

(2)
Below is 2 unconnected molecules or ions with the total composition C15H35BClN5O4P at a distorted geometry, with properties calculated with the ωB97M-V functional and the def2-TZVPD basis.

Element x y z (Å)
C  -2.4328  4.1203  5.7122
C  -2.4646  3.0264  4.5064
C  -1.2226  2.0181  4.6254
Cl  -1.7858  0.4050  5.3736
C  -0.5255  1.6476  3.2493
N  0.8965  1.4785  3.0899
C  1.8356  1.6913  4.2392
C  2.0941  3.2924  4.3651
N  2.6494  3.9112  3.1394
C  1.3392  1.0884  1.7330
B  2.8599  0.7806  1.2149
C  3.1755  -0.5350  0.2794
O  3.9935  1.6269  1.5761
C  -0.0012  1.0556  0.9767
N  -0.1022  0.6989  -0.4254
N  -1.0555  1.4014  1.9325
P  -2.7552  1.4852  1.4638
O  -3.2550  2.9308  1.2092
H  -1.4061  4.1945  6.2144
H  -2.6913  5.1425  5.2717
H  -3.1963  3.9030  6.5275
H  -3.4204  2.4159  4.6699
H  -2.5343  3.5730  3.5091
H  -0.4823  2.4474  5.3957
H  1.3019  1.2779  5.1764
H  2.8065  1.1008  4.1463
H  1.0903  3.8078  4.5890
H  2.7730  3.5133  5.2703
H  3.6550  3.7417  3.0293
H  2.1284  3.6598  2.2924
H  3.4634  -0.2237  -0.7814
H  3.9962  -1.1517  0.8000
H  2.2270  -1.1721  0.3135
H  4.4393  1.2398  2.3702
H  0.7854  0.3268  -0.7991
H  -0.4795  1.4580  -1.0065
H  -3.5928  0.7689  2.4048
H  -2.9341  0.7919  0.2027
C  -3.1302  -2.7225  -5.5177
O  -2.4641  -3.7980  -4.8748
C  -1.5577  -4.4879  -5.7383
C  -0.1220  -4.2991  -5.2509
N  0.3222  -2.9192  -5.4533
C  1.5969  -2.6140  -4.8028
C  1.6232  -2.6386  -3.2674
O  0.8407  -1.6109  -2.6629
C  -0.5236  -1.9524  -2.4537
H  -3.8614  -2.3110  -4.8200
H  -2.4246  -1.9314  -5.7875
H  -3.6602  -3.0712  -6.4090
H  -1.6677  -4.1795  -6.7831
H  -1.8106  -5.5508  -5.6797
H  0.5381  -4.9758  -5.8015
H  -0.0909  -4.5709  -4.1894
H  -0.3839  -2.2889  -5.0884
H  1.8801  -1.6074  -5.1268
H  2.3655  -3.2938  -5.1861
H  2.6561  -2.4431  -2.9596
H  1.3689  -3.6209  -2.8554
H  -0.6639  -3.0178  -2.2529
H  -1.1268  -1.6434  -3.3094
H  -0.8770  -1.3904  -1.5865

Results
E_LUMO: -4.0 eV
ΔE to the lowest compared entry with this formula, charge and spin: 4.086 eV
highest occupied orbital energy: -0.38861 Eh
calculated total energy: -54241.731 eV
total charge: +1
multiplicity: 1

Results of the Löwdin charge analysis, in e, for atoms 1 through 8:
1 C -0.091
2 C -0.250
3 C -0.550
4 Cl 0.584
5 C -0.144
6 N -0.018
7 C -0.100
8 C -0.219

***

(3)
Below is 7 unconnected molecules or ions with the total composition C36H65F3N6O6P at a distorted geometry, with properties calculated with the ωB97M-V functional and the def2-TZVPD basis.

Element x y z (Å)
C  5.3723  -4.0762  0.2647
C  4.4170  -4.0407  -0.9281
C  4.2308  -2.6234  -1.5091
C  2.9848  -1.8946  -0.9788
C  2.3101  -0.9553  -2.0050
C  0.8496  -1.2938  -2.3087
C  -0.0588  -1.3148  -1.0783
P  -1.8055  -1.9615  -1.4390
C  -2.2695  -2.0367  0.4021
C  -2.5432  -0.7421  1.1474
O  -1.3688  0.0366  1.2862
C  -1.4667  1.0436  2.2652
C  -2.2149  2.2852  1.7319
C  -1.4001  -3.8477  -1.5000
C  -0.0539  -4.3830  -1.0531
O  0.1978  -4.2785  0.3824
C  -0.1203  -5.3885  1.0861
C  -1.5002  -5.4464  1.6808
O  0.6700  -6.2857  1.2411
O  -3.4812  -2.3991  -1.9306
C  -3.9148  -1.4840  -2.8811
C  -3.5600  -0.1029  -2.3325
C  -4.6965  0.5120  -1.4752
C  -5.5494  -0.4980  -0.7124
C  -6.4966  0.1695  0.2277
F  -7.3782  -0.7038  0.7724
F  -5.9059  0.7724  1.2730
F  -7.2576  1.1128  -0.3626
O  -3.3593  0.7483  -3.4713
C  -2.8369  2.0273  -3.1568
C  -3.8485  3.1654  -3.3835
C  -4.3708  3.8488  -2.1051
C  -4.4259  5.3761  -2.1981
O  -2.4047  -0.2490  -1.6097
H  5.1057  -3.3200  1.0056
H  6.4022  -3.8950  -0.0503
H  5.3465  -5.0527  0.7545
H  3.4587  -4.4720  -0.6331
H  4.8396  -4.6791  -1.7105
H  4.1912  -2.7048  -2.5988
H  5.1208  -2.0447  -1.2483
H  2.2752  -2.6283  -0.5981
H  3.2981  -1.2879  -0.1248
H  2.8723  -1.0425  -2.9429
H  2.4016  0.0888  -1.6967
H  0.4358  -0.5327  -2.9778
H  0.7866  -2.2401  -2.8584
H  -0.1979  -0.2748  -0.7761
H  0.4044  -1.8051  -0.2205
H  -1.4963  -1.8926  -2.8602
H  -1.4794  -2.5607  0.9374
H  -3.2029  -2.6081  0.4400
H  -3.3284  -0.1642  0.6652
H  -2.9206  -0.9786  2.1599
H  -1.9142  0.6707  3.1924
H  -0.4391  1.3169  2.5015
H  -3.0786  2.5342  2.3493
H  -1.5524  3.1517  1.7155
H  -2.5331  2.0771  0.7096
H  -2.1637  -4.3804  -0.9187
H  -1.5568  -4.1658  -2.5334
H  0.0364  -5.4484  -1.2990
H  0.7868  -3.8900  -1.5354
H  -2.0581  -6.1958  1.1152
H  -2.0188  -4.4960  1.6319
H  -1.4264  -5.7967  2.7093
H  -4.9830  -1.6066  -3.0960
H  -3.4130  -1.5772  -3.8562
H  -4.2374  1.1858  -0.7447
H  -5.3398  1.1235  -2.1097
H  -6.1617  -1.1148  -1.3719
H  -4.9228  -1.1782  -0.1396
H  -2.4443  2.0562  -2.1386
H  -1.9774  2.1868  -3.8154
H  -4.6858  2.7364  -3.9394
H  -3.4091  3.9196  -4.0427
H  -5.3964  3.5029  -1.9383
H  -3.8167  3.5341  -1.2190
H  -3.5438  5.7514  -2.7209
H  -4.4665  5.8421  -1.2117
H  -5.3120  5.7051  -2.7460
C  8.5942  -0.3880  -1.3630
C  7.4474  -0.5005  -0.4731
N  6.5473  -0.5894  0.2381
H  9.0009  0.6201  -1.3145
H  9.3640  -1.0939  -1.0679
H  8.2943  -0.6035  -2.3868
C  -3.3414  8.3582  0.9293
C  -2.2822  7.6510  0.2219
N  -1.4558  7.0839  -0.3429
H  -2.9100  9.1166  1.5796
H  -4.0065  8.8370  0.2133
H  -3.9143  7.6555  1.5314
C  7.9576  0.4521  3.5569
C  9.3386  0.7075  3.1695
N  10.4334  0.9091  2.8771
H  7.9330  -0.2466  4.3907
H  7.4805  1.3830  3.8563
H  7.4109  0.0264  2.7146
C  12.7870  -1.1359  0.7273
C  12.2229  -1.2339  -0.6113
N  11.7623  -1.3116  -1.6629
H  13.8702  -1.2283  0.6769
H  12.5243  -0.1768  1.1716
H  12.3885  -1.9316  1.3534
C  1.6758  4.3860  3.6446
C  0.6357  3.5177  4.1797
N  -0.1796  2.8257  4.6022
H  2.3760  3.7984  3.0537
H  1.2285  5.1472  3.0080
H  2.2107  4.8689  4.4601
C  -8.8112  0.7539  3.3351
C  -9.5795  0.8184  4.5720
N  -10.1896  0.8694  5.5463
H  -8.3258  1.7101  3.1504
H  -8.0493  -0.0192  3.4058
H  -9.4685  0.5222  2.4998

Results
E_LUMO: 1.8 eV
highest occupied orbital energy: -0.17056 Eh
calculated total energy: -77052.353 eV
total charge: -1
multiplicity: 1

Results of the Löwdin charge analysis, in e, for atoms 1 through 8:
1 C -0.127
2 C -0.256
3 C -0.217
4 C -0.195
5 C -0.206
6 C -0.267
7 C -0.272
8 P 0.693